Entry 1:
C28H96BF12HfO32P2 | wB97M-V/def2-TZVPD

XYZ file:
```
172
Properties=species:S:1:pos:R:3:lowdin_charge:R:1
Hf 14.50 18.72 14.83 2.017
P 12.66 14.86 15.89 0.291
P 13.88 20.79 11.34 0.365
F 12.10 13.46 16.43 -0.100
F 14.20 20.10 13.33 -0.384
F 12.26 14.60 14.37 -0.113
F 14.89 21.88 11.91 -0.093
F 12.96 19.46 11.10 -0.128
F 15.14 19.85 11.02 -0.120
F 14.13 14.33 15.67 -0.087
F 13.07 15.33 17.40 -0.140
F 13.29 16.45 15.20 -0.266
F 11.28 15.62 16.19 -0.121
F 13.74 21.29 9.92 0.003
F 12.59 21.46 12.05 -0.110
O 17.86 18.54 20.24 0.208
O 10.32 8.29 14.27 -0.116
O 15.24 21.17 18.29 0.115
O 10.28 14.51 20.05 -0.128
O 14.19 20.79 15.72 -0.265
O 10.80 17.35 13.01 -0.156
O 17.17 20.59 19.32 0.324
O 16.67 19.30 13.99 -0.211
O 15.80 16.94 15.24 -0.259
O 16.43 13.31 13.13 -0.174
O 8.92 10.78 17.15 -0.146
O 12.88 11.55 14.24 -0.157
O 15.65 16.54 17.72 -0.151
O 18.33 12.00 16.32 -0.147
O 18.21 11.23 13.80 -0.157
O 8.80 17.65 16.78 -0.164
O 8.33 13.22 16.01 -0.155
O 13.78 14.52 20.22 -0.135
O 14.51 10.41 17.38 -0.142
O 11.40 16.20 10.62 -0.137
O 19.61 19.86 19.35 0.244
O 16.16 19.13 16.40 -0.035
O 19.22 14.66 16.28 -0.166
O 12.82 13.30 8.93 -0.153
O 14.69 18.49 19.63 -0.120
O 21.29 18.42 19.59 0.181
O 19.14 17.05 21.38 0.172
O 14.35 17.51 12.98 -0.229
O 17.78 18.88 17.89 0.245
O 13.63 18.34 16.99 -0.225
O 12.33 18.77 14.40 -0.313
O 15.33 10.22 14.86 -0.164
C 19.01 18.01 20.64 -0.345
C 11.06 8.60 15.42 -0.191
C 10.52 15.04 10.81 -0.069
C 12.13 11.46 13.05 -0.116
C 9.64 16.69 13.64 -0.062
C 7.58 16.92 16.56 -0.120
C 15.22 8.89 14.26 -0.061
C 15.44 12.94 12.16 -0.123
C 16.70 15.72 18.27 -0.049
C 13.61 12.25 8.39 -0.156
C 13.13 10.31 17.81 -0.123
C 16.30 20.52 18.40 -0.338
C 13.39 13.24 19.70 -0.155
C 9.70 11.26 18.21 -0.127
C 9.54 15.30 19.09 -0.131
C 12.21 18.25 17.39 -0.043
C 8.74 12.82 14.67 -0.122
C 17.42 20.01 12.98 -0.049
C 19.23 11.91 13.05 -0.125
C 14.87 17.39 20.54 -0.084
C 14.14 22.11 14.99 -0.024
C 16.70 19.35 17.48 -0.417
C 14.52 16.09 12.62 -0.023
C 11.38 19.87 14.46 -0.055
C 20.60 14.68 16.65 -0.132
C 16.94 12.32 16.68 -0.067
C 17.07 16.41 14.89 -0.057
C 20.16 18.74 19.88 -0.318
B 18.19 19.64 19.35 -0.763
H 16.95 12.66 17.73 0.090
H 10.17 10.43 18.68 0.077
H 14.31 17.54 21.45 0.096
H 12.84 12.51 14.49 0.056
H 10.65 14.39 9.98 0.053
H 8.75 17.15 13.18 0.098
H 12.10 15.94 10.02 0.076
H 11.13 11.84 13.21 0.065
H 18.53 11.20 16.82 0.116
H 9.61 14.23 20.68 0.076
H 9.15 11.94 18.85 0.089
H 8.62 13.67 14.02 0.052
H 10.45 19.45 14.89 0.098
H 11.80 20.67 15.10 0.086
H 17.36 19.58 11.96 0.100
H 12.88 12.57 20.37 0.070
H 17.08 21.04 12.93 0.084
H 14.17 18.67 17.76 0.078
H 7.86 16.14 15.85 0.072
H 16.22 8.50 14.25 0.082
H 20.87 15.61 17.13 0.065
H 16.92 12.49 13.46 0.049
H 14.91 15.48 13.45 0.070
H 12.95 15.03 20.20 0.072
H 20.23 11.48 13.13 0.079
H 13.41 11.27 8.89 0.094
H 7.19 16.55 17.47 0.060
H 17.65 16.17 17.99 0.085
H 10.85 14.46 11.70 0.088
H 9.55 15.52 10.95 0.096
H 15.09 22.22 14.45 0.089
H 16.61 15.84 19.34 0.074
H 9.13 16.23 19.56 0.086
H 12.18 17.51 18.17 0.087
H 8.36 12.37 16.52 0.026
H 17.33 18.81 14.48 0.072
H 14.78 8.93 13.29 0.076
H 14.80 16.15 18.02 0.073
H 6.80 17.52 16.06 0.086
H 15.15 19.24 20.07 0.093
H 11.88 17.96 13.92 0.082
H 14.63 8.28 14.90 0.059
H 12.10 8.23 15.18 0.084
H 15.19 13.83 11.54 0.069
H 13.37 22.00 14.22 0.056
H 11.59 17.81 16.64 0.048
H 15.17 16.02 11.71 0.115
H 11.15 20.18 13.41 0.099
H 14.16 18.09 12.23 0.070
H 14.55 16.41 20.10 0.056
H 18.31 11.43 14.75 0.021
H 11.82 19.18 17.71 0.093
H 9.78 12.48 14.66 0.050
H 16.58 14.68 17.99 0.072
H 18.89 13.75 16.46 0.043
H 12.57 10.92 17.11 0.043
H 14.66 12.56 8.58 0.083
H 10.74 8.00 16.28 0.079
H 12.72 9.29 17.70 0.081
H 8.15 11.97 14.29 0.086
H 11.92 13.41 8.56 0.083
H 14.78 21.07 16.49 0.084
H 16.56 13.09 15.98 0.086
H 18.90 11.77 12.05 0.069
H 9.67 17.08 14.65 0.045
H 13.53 15.82 12.34 0.071
H 8.74 14.74 18.63 0.073
H 18.46 19.98 13.23 0.091
H 8.04 10.45 17.46 0.124
H 15.93 17.26 20.76 0.073
H 11.09 9.68 15.72 0.068
H 9.39 8.47 14.47 0.081
H 14.32 12.72 19.45 0.080
H 12.10 10.41 12.83 0.088
H 14.59 12.59 12.76 0.050
H 9.61 15.61 13.58 0.063
H 15.53 16.55 16.07 0.026
H 13.95 22.92 15.72 0.116
H 19.25 13.00 13.29 0.090
H 17.38 16.87 13.97 0.092
H 11.12 16.85 12.18 0.069
H 13.05 10.69 18.82 0.066
H 15.80 12.09 11.51 0.103
H 14.66 10.12 16.47 0.008
H 12.65 12.03 12.31 0.056
H 21.26 14.58 15.77 0.079
H 13.59 12.10 7.33 0.062
H 10.27 15.69 18.39 0.045
H 10.48 11.83 17.71 0.066
H 16.34 11.42 16.56 0.057
H 17.87 16.44 15.63 0.087
H 14.45 10.62 14.84 0.035
H 8.71 18.43 17.37 0.099
H 20.81 13.87 17.38 0.093
H 16.89 15.38 14.57 0.090
H 12.76 13.33 18.81 0.057
```

Results
multiplicity	1
net charge	+1
lowest unoccupied orbital energy	-2.7	eV
DFT total energy	-149291.0000	eV



Entry 2:
C29H18ClGaN5OS2 | wB97M-V/def2-TZVPD

XYZ file:
```
57
Properties=species:S:1:pos:R:3:lowdin_charge:R:1
Ga -0.06 -0.34 -0.56 0.221
Cl 2.19 1.83 5.73 0.696
S -1.69 -3.65 -2.72 1.101
S -2.31 -0.98 -1.30 0.759
O 1.63 -0.14 0.22 -0.072
N -0.49 1.56 0.02 0.068
N -0.50 -1.52 1.25 0.027
N -1.27 -4.77 5.42 0.198
N 0.10 0.74 -2.38 0.073
N 0.00 -2.11 -1.58 -0.043
C -1.29 -2.23 -1.84 -1.059
C 2.72 -0.15 2.30 0.001
C -0.07 2.06 1.13 -0.001
C -0.54 2.12 -4.70 0.033
C -1.87 3.42 -0.91 0.017
C 2.86 0.30 3.59 -0.065
C -1.62 -1.45 1.96 -0.093
C 0.25 1.01 -4.74 -0.008
C -1.03 2.59 -3.46 -0.130
C -1.11 -4.07 4.53 -0.153
C 1.71 0.34 1.46 -0.322
C -1.86 -2.26 3.05 0.030
C -1.06 2.33 -1.03 -0.191
C 0.44 -2.40 1.60 -0.081
C 0.85 1.35 1.98 -0.131
C 1.95 -5.37 -3.23 -0.070
C 2.73 -4.41 -2.57 -0.067
C 0.76 -3.15 -2.09 -0.296
C 0.53 0.32 -3.54 -0.058
C -0.65 1.88 -2.31 -0.153
C 0.58 -5.23 -3.33 -0.071
C 2.00 1.28 4.10 -0.667
C -2.27 4.12 -2.07 -0.041
C 1.03 1.82 3.29 -0.051
C 2.14 -3.29 -2.00 -0.014
C -0.01 -4.11 -2.76 -0.444
C -1.85 3.73 -3.31 -0.004
C -0.90 -3.19 3.41 -0.189
C 0.28 -3.27 2.67 0.036
H -2.20 3.76 0.06 0.124
H -2.92 4.98 -1.96 0.117
H 0.64 0.62 -5.67 0.119
H 1.05 -3.98 2.92 0.134
H 3.80 -4.54 -2.51 0.111
H -0.33 3.08 1.40 0.151
H -2.15 4.28 -4.19 0.125
H -0.80 2.65 -5.61 0.131
H -2.36 -0.72 1.63 0.109
H 2.43 -6.23 -3.68 0.112
H 3.64 -0.10 4.23 0.117
H 1.10 -0.60 -3.55 0.128
H 3.40 -0.89 1.90 0.128
H 0.40 2.61 3.67 0.121
H 2.74 -2.54 -1.49 0.118
H 1.34 -2.41 1.01 0.118
H -2.79 -2.17 3.61 0.133
H -0.02 -5.97 -3.85 0.117
```

Results
multiplicity	1
net charge	+1
ΔE to the lowest compared entry with this formula, charge and spin	0.0	kcal per mole
lowest unoccupied orbital energy	-3.7	eV
DFT total energy	-126430.6514	eV



Entry 3:
C29H19BrF4MnN4PS6 | wB97M-V/def2-TZVPD

XYZ file:
```
65
Properties=species:S:1:pos:R:3:lowdin_charge:R:1
Br -1.42 3.08 -2.05 0.862
Mn 0.05 0.12 0.36 -0.079
S 1.82 0.03 1.86 0.701
S -2.34 3.00 6.73 0.431
S -2.11 0.57 5.04 0.857
S -1.40 3.15 3.93 0.855
S -0.71 2.11 1.25 0.468
S -1.48 -0.93 2.56 0.504
P 1.37 1.21 -1.49 1.076
F -1.29 4.22 -4.80 0.062
F 3.26 3.38 -5.78 0.108
F 3.57 2.23 -3.38 0.096
F 0.79 4.28 -6.59 0.111
N 1.70 -2.30 0.55 0.007
N -1.60 -0.57 -0.61 0.001
N 3.48 -2.02 1.98 0.079
N 0.58 -1.74 0.06 -0.089
C 3.84 1.05 -0.12 -0.180
C 1.99 -0.21 -2.49 -0.323
C -0.28 -2.53 -0.59 -0.280
C 0.95 3.73 -5.37 -0.110
C 1.26 2.46 -2.84 -0.287
C 0.04 3.05 -3.24 -0.572
C -2.57 -2.55 -1.62 -0.014
C -2.76 0.05 -0.85 -0.160
C -3.74 -1.89 -1.85 -0.067
C -1.49 -1.90 -0.97 -0.223
C 2.33 2.63 -3.74 -0.195
C 2.36 -1.56 1.39 -0.806
C -3.84 -0.55 -1.46 -0.049
C 4.05 3.80 0.14 -0.080
C -1.22 1.78 2.85 -1.157
C 2.96 3.26 -0.51 -0.088
C 2.86 1.88 -0.67 -0.382
C 5.04 2.98 0.66 -0.090
C 3.64 -1.63 -3.51 -0.077
C -0.11 3.67 -4.47 -0.261
C 0.99 -1.01 -3.04 -0.106
C 2.64 -2.46 -4.00 -0.087
C 0.02 -3.98 -0.80 -0.020
C 4.92 1.61 0.53 -0.087
C 1.32 -2.13 -3.78 -0.091
C 3.33 -0.51 -2.76 -0.088
C -1.97 2.28 5.31 -1.541
C -1.55 0.55 3.37 -1.215
C 2.20 3.24 -4.96 -0.125
H 0.55 -4.13 -1.74 0.074
H -2.82 1.08 -0.53 0.055
H 0.53 -2.75 -4.17 0.104
H -2.45 -3.59 -1.91 0.101
H -4.74 0.02 -1.62 0.100
H 2.18 3.90 -0.89 0.109
H -0.04 -0.75 -2.87 0.097
H 4.13 4.88 0.25 0.101
H 4.68 -1.86 -3.71 0.102
H 5.68 0.96 0.95 0.102
H 4.03 -1.35 2.49 0.075
H 3.94 -2.83 1.59 0.091
H 0.66 -4.33 0.00 0.070
H -4.58 -2.39 -2.32 0.102
H 3.75 -0.02 -0.20 0.077
H -0.89 -4.57 -0.81 0.068
H 4.12 0.12 -2.40 0.093
H 2.90 -3.35 -4.55 0.098
H 5.89 3.41 1.16 0.097
```

Results
multiplicity	2
⟨S²⟩	0.927
net charge	-1
ΔE to the lowest compared entry with this formula, charge and spin	16.8	kcal per mole
lowest unoccupied orbital energy (spin up / spin down)	1.7 / 1.7	eV
DFT total energy	-222876.7155	eV



Entry 4:
C29H20Br3FeN4O3S2 | wB97M-V/def2-TZVPD

XYZ file:
```
62
Properties=species:S:1:pos:R:3:lowdin_charge:R:1
Br 1.47 3.00 6.38 0.687
Br 2.25 2.75 -5.54 0.679
Br 1.44 4.56 0.95 0.736
Fe 0.61 -0.59 0.34 0.314
S 3.00 -0.01 0.19 0.767
S 1.38 -2.73 0.22 0.798
O -0.92 -1.90 -2.36 0.050
O 0.48 -0.32 -1.55 -0.159
O 0.82 1.53 0.57 -0.183
N 4.26 -5.00 0.51 0.116
N 6.40 -1.55 0.36 0.118
N 0.67 -0.38 2.35 0.045
N -1.68 1.60 -0.31 -0.262
C 5.24 -1.55 0.32 -0.297
C 3.81 -1.53 0.26 -0.745
C -0.15 -0.96 -2.46 -0.594
C -1.33 2.18 -1.58 -0.091
C 1.28 2.51 4.55 -0.646
C -1.49 -2.68 1.03 -0.193
C -1.32 -1.37 0.56 -0.105
C 0.91 0.87 2.81 -0.118
C 0.54 -1.36 3.21 -0.100
C 1.26 3.17 2.23 -0.600
C 3.76 -3.96 0.41 -0.308
C -0.45 -1.00 -4.96 -0.024
C 0.88 0.09 5.09 -0.044
C -3.76 -1.42 0.30 -0.094
C -2.76 0.65 -0.37 -0.180
C 1.15 1.21 -5.30 -0.675
C -3.87 -2.72 0.76 -0.127
C 0.63 -1.16 4.59 -0.038
C -0.22 -0.50 -6.23 -0.092
C 3.12 -2.69 0.29 -0.698
C -2.54 -0.75 0.20 -0.197
C 0.13 -0.40 -3.85 -0.113
C 1.03 1.17 4.19 -0.190
C 1.40 3.48 3.58 -0.194
C 0.95 0.72 -4.02 -0.063
C -2.70 -3.35 1.14 -0.119
C 0.99 1.87 1.77 -0.465
C -1.93 2.62 0.68 -0.108
C 0.58 0.62 -6.41 -0.159
H -0.67 -0.98 -7.10 0.093
H -2.03 2.18 1.67 0.095
H 1.41 1.16 -3.15 0.119
H -1.10 3.33 0.70 0.032
H 0.77 1.02 -7.40 0.085
H -2.86 3.19 0.47 0.080
H -2.71 -4.38 1.50 0.087
H 0.38 -2.34 2.79 0.078
H -0.42 2.77 -1.46 0.082
H 1.61 4.50 3.87 0.085
H -1.13 1.40 -2.31 0.061
H 0.52 -2.01 5.25 0.102
H -3.63 1.06 0.16 0.103
H -4.83 -3.21 0.82 0.082
H -1.07 -1.87 -4.79 0.112
H -0.62 -3.26 1.32 0.000
H 0.96 0.27 6.15 0.072
H -4.66 -0.89 0.00 0.097
H -3.10 0.53 -1.41 0.125
H -2.13 2.83 -1.98 0.083
```

Results
multiplicity	2
⟨S²⟩	0.847
net charge	-2
ΔE to the lowest compared entry with this formula, charge and spin	9.5	kcal per mole
lowest unoccupied orbital energy (spin up / spin down)	3.7 / 3.7	eV
DFT total energy	-308688.4601	eV



Entry 5:
C29H20Cl5F3N3O3S3Ti | wB97M-V/def2-TZVPD

XYZ file:
```
67
Properties=species:S:1:pos:R:3:lowdin_charge:R:1
Ti -0.21 -0.12 -0.04 0.694
Cl 0.73 -2.86 0.97 0.751
Cl -3.71 0.11 0.97 0.724
Cl -4.81 -1.47 3.39 0.647
Cl -0.43 -4.60 3.33 0.657
Cl -3.19 -3.84 4.57 0.648
S 2.03 0.08 2.92 0.905
S 2.33 1.16 -0.95 0.622
S -1.29 1.51 -1.66 0.790
F -2.13 5.84 -0.44 0.104
F -3.54 4.39 -1.22 0.129
F -1.53 4.50 -2.03 0.118
O 1.20 -0.15 1.70 -0.650
O 1.57 1.98 -0.02 -0.341
O 3.68 0.86 -0.52 -0.326
N -0.76 -1.47 -1.47 -0.108
N 1.45 -0.14 -1.17 -0.237
N -0.99 1.45 0.87 -0.150
C -2.52 -2.89 3.30 -0.717
C -1.94 -2.13 -1.65 -0.157
C -1.93 3.97 1.49 0.009
C 1.55 2.99 -2.88 -0.057
C -1.36 2.28 -0.13 -0.669
C -1.26 -3.12 -3.73 -0.070
C -0.02 -2.43 -3.62 -0.177
C -1.80 3.59 0.16 -0.112
C 0.19 -1.63 -2.47 -0.178
C -1.12 1.83 2.14 -0.141
C -2.23 4.55 -0.89 -0.579
C -3.24 -1.83 2.77 -0.712
C -1.29 -3.22 2.75 -0.707
C -1.40 -1.30 1.21 -0.280
C 4.07 3.02 -4.07 -0.082
C 3.74 -0.29 2.49 -0.226
C 2.55 2.15 -2.43 -0.253
C 0.98 -2.48 -4.61 -0.071
C -0.77 -2.43 1.73 -0.667
C 2.36 -0.96 -3.34 -0.045
C 2.26 1.88 3.09 -0.224
C 3.81 2.17 -3.01 -0.081
C 2.14 -1.74 -4.46 -0.115
C 3.07 3.86 -4.54 -0.090
C -2.21 -2.94 -2.72 -0.103
C 1.81 3.85 -3.94 -0.067
C 1.39 -0.90 -2.34 -0.265
C -1.60 3.07 2.50 -0.054
C -2.69 -1.07 1.73 -0.675
H 1.35 2.30 3.52 0.037
H -3.17 -3.44 -2.77 0.091
H 3.27 -0.39 -3.23 0.085
H -0.86 1.08 2.88 0.120
H 3.11 2.07 3.73 0.051
H 3.92 0.06 1.47 0.030
H 2.89 -1.77 -5.24 0.091
H 5.05 3.04 -4.52 0.099
H -1.46 -3.75 -4.59 0.088
H 3.27 4.54 -5.36 0.097
H -2.31 4.96 1.73 0.121
H 0.82 -3.09 -5.49 0.096
H -2.69 -1.99 -0.88 0.083
H 3.88 -1.37 2.53 0.053
H 4.59 1.54 -2.59 0.105
H -1.72 3.33 3.54 0.102
H 4.40 0.20 3.20 0.052
H 2.40 2.27 2.08 0.046
H 1.04 4.52 -4.29 0.105
H 0.58 2.99 -2.41 0.034
```

Results
multiplicity	3
⟨S²⟩	2.030
net charge	-1
lowest unoccupied orbital energy (spin up / spin down)	2.0 / 2.0	eV
DFT total energy	-167399.8904	eV



Entry 6:
C29H20Cl5N7O4SeTi | wB97M-V/def2-TZVPD

XYZ file:
```
67
Properties=species:S:1:pos:R:3:lowdin_charge:R:1
Se -0.38 -0.83 -3.54 0.796
Ti -0.20 0.20 -0.98 0.888
Cl 2.00 1.54 -0.14 0.778
Cl 0.91 5.58 -0.84 0.655
Cl -2.01 6.58 -1.50 0.604
Cl -3.56 1.50 -2.45 0.665
Cl -4.08 4.57 -2.67 0.610
O -0.03 -2.35 -3.93 -0.463
O 0.89 -0.08 -2.71 -0.529
O -0.96 0.06 -4.75 -0.463
O -1.41 -0.80 -2.21 -0.539
N -1.42 0.99 1.00 0.078
N 4.18 -0.50 0.50 -0.030
N -1.20 -3.61 -0.34 0.184
N 0.08 -0.11 2.49 0.143
N -3.21 -2.42 -0.47 0.130
N 2.98 -1.00 0.08 0.006
N -0.54 -1.48 0.62 0.071
C 1.66 -4.97 2.76 -0.107
C 2.01 -3.94 3.63 -0.109
C 0.81 -4.75 1.68 -0.021
C 0.87 2.55 -0.58 -0.464
C -1.54 3.13 2.75 -0.087
C -3.47 -3.10 -3.15 -0.089
C 1.52 -2.65 3.43 -0.026
C -0.55 -2.86 0.46 -0.273
C 1.96 -0.27 -0.14 -0.346
C -2.41 -3.56 -2.42 -0.053
C 5.88 0.96 1.41 -0.054
C -0.64 2.11 2.96 -0.037
C -2.47 3.02 1.72 -0.072
C 0.14 3.11 -1.77 -0.418
C 0.35 -3.47 1.49 -0.092
C -2.52 3.99 -2.22 -0.698
C 0.07 -1.21 1.79 -0.353
C -2.21 2.60 -2.21 -0.699
C -0.97 2.11 -1.94 -0.172
C -2.29 -3.15 -1.09 -0.364
C 3.75 1.86 0.57 -0.145
C 0.70 -2.44 2.35 -0.106
C -0.29 4.51 -1.47 -0.666
C 4.51 0.80 0.78 -0.417
C -4.42 -2.28 -2.54 -0.104
C -0.65 1.00 2.10 -0.372
C -2.36 1.93 0.87 -0.131
C -1.55 4.92 -1.74 -0.720
C -4.24 -2.00 -1.20 -0.180
H 5.83 0.81 2.49 0.076
H -1.53 4.01 3.39 0.094
H -3.24 3.76 1.55 0.096
H 6.59 0.23 1.00 0.069
H -3.56 -3.35 -4.20 0.102
H -5.25 -1.87 -3.08 0.087
H 0.08 2.13 3.76 0.099
H 4.82 -1.23 0.76 0.119
H 0.52 -5.55 1.00 0.106
H 4.04 2.89 0.74 0.070
H -4.97 -1.38 -0.67 0.093
H -3.04 1.81 0.04 0.066
H 0.72 3.14 -2.72 0.158
H -1.62 -4.15 -2.86 0.100
H 6.27 1.96 1.22 0.069
H 1.47 1.59 1.14 0.044
H 2.68 -4.14 4.45 0.085
H 1.79 -1.83 4.09 0.104
H 2.06 -5.97 2.93 0.086
H 2.61 1.37 -1.48 0.069
```

Results
multiplicity	3
⟨S²⟩	2.041
net charge	-2
ΔE to the lowest compared entry with this formula, charge and spin	433.0	kcal per mole
lowest unoccupied orbital energy (spin up / spin down)	4.2 / 4.2	eV
DFT total energy	-200076.8836	eV



> What is the formula in the third record?

C29H19BrF4MnN4PS6